4 unconnected molecules or ions with the total composition C35H69F4N3O13P3, computed with the ωB97M-V functional and the def2-TZVPD basis.

The geometry in XYZ format:
```
127
Properties=species:S:1:pos:R:3:mulliken_charge:R:1
C -2.326 6.256 -0.075 -1.182
C -1.709 5.006 -0.772 0.198
C -0.658 4.165 -0.208 -1.003
C -0.158 3.014 -0.930 -0.706
C -0.676 2.586 -2.254 0.277
C -0.017 1.330 -2.874 0.692
C 1.561 1.618 -2.929 -1.261
C -0.446 0.901 -4.315 -1.320
C -1.741 3.411 -2.791 0.772
O -2.305 3.096 -4.043 -0.600
C -3.668 2.691 -3.962 -1.218
C -4.708 3.808 -4.412 1.424
C -3.928 4.729 -5.427 0.435
C -4.822 5.859 -6.095 -1.290
F -3.498 3.919 -6.509 -0.370
N -5.894 3.243 -5.136 -0.229
C -7.071 3.889 -4.844 0.002
N -8.285 3.767 -5.407 -0.331
N -6.861 4.854 -3.800 -0.420
C -5.517 4.491 -3.248 -1.075
C -5.901 3.626 -1.992 0.330
F -6.409 2.384 -2.298 -0.300
F -6.900 4.299 -1.315 -0.296
F -4.895 3.437 -1.099 -0.162
C -2.229 4.594 -2.087 0.195
H -2.652 6.979 -0.868 0.310
H -3.256 5.902 0.459 0.207
H -1.630 6.708 0.670 0.401
H -0.260 4.441 0.802 0.363
H 0.654 2.417 -0.452 0.313
H -0.123 0.456 -2.174 0.326
H 2.068 0.897 -3.628 0.369
H 2.027 1.653 -1.917 0.279
H 1.717 2.636 -3.395 0.349
H -1.439 0.365 -4.278 0.227
H -0.475 1.753 -5.034 0.277
H 0.307 0.163 -4.703 0.459
H -3.799 1.833 -4.686 0.381
H -3.853 2.268 -2.945 0.378
H -3.074 5.290 -4.957 0.375
H -4.204 6.435 -6.837 0.428
H -5.712 5.435 -6.630 0.287
H -5.191 6.557 -5.299 0.295
H -5.740 2.983 -6.115 0.491
H -8.936 3.000 -5.265 0.263
H -8.609 4.559 -5.969 0.256
H -6.764 5.833 -4.089 0.435
H -5.160 5.473 -2.854 1.025
H -3.028 5.257 -2.509 -0.055
O -4.134 5.434 5.071 -0.775
P -4.899 4.260 5.640 1.103
O -6.361 4.523 4.899 -0.391
C -6.436 4.907 3.533 -0.279
C -6.773 3.720 2.651 -0.855
O -5.234 4.897 7.116 -0.349
C -4.389 5.892 7.691 -0.305
C -4.983 7.269 7.473 -1.056
O -5.504 2.825 6.274 -0.347
C -5.691 1.701 5.424 -0.047
C -4.427 1.308 4.687 -1.116
H -5.514 5.375 3.183 0.283
H -7.231 5.653 3.455 0.338
H -5.962 2.987 2.661 0.154
H -6.929 4.038 1.617 0.255
H -7.676 3.215 3.001 0.295
H -3.374 5.825 7.298 0.328
H -4.329 5.687 8.763 0.356
H -5.180 7.459 6.417 0.269
H -4.314 8.046 7.849 0.369
H -5.942 7.355 7.989 0.283
H -6.516 1.891 4.735 0.143
H -6.006 0.873 6.063 0.339
H -4.068 2.124 4.050 0.317
H -4.606 0.432 4.061 0.361
H -3.629 1.077 5.396 0.330
O 3.931 -3.154 2.407 -0.758
P 3.721 -2.523 1.038 1.054
O 5.127 -1.632 1.072 -0.375
C 6.356 -2.203 1.518 -0.082
C 7.230 -2.599 0.345 -1.121
O 2.694 -1.330 1.524 -0.325
C 1.820 -1.528 2.632 -0.301
C 2.408 -0.897 3.878 -1.087
O 3.498 -1.897 -0.512 -0.294
C 4.288 -2.383 -1.588 -0.049
C 4.197 -3.887 -1.748 -0.958
H 6.200 -3.065 2.168 0.192
H 6.865 -1.437 2.108 0.306
H 6.769 -3.411 -0.225 0.170
H 8.208 -2.941 0.689 0.421
H 7.373 -1.758 -0.337 0.319
H 1.605 -2.587 2.781 0.336
H 0.871 -1.041 2.390 0.339
H 3.415 -1.266 4.078 0.254
H 1.782 -1.099 4.750 0.386
H 2.492 0.185 3.753 0.285
H 5.321 -2.054 -1.468 0.136
H 3.915 -1.903 -2.496 0.285
H 4.545 -4.405 -0.848 0.159
H 4.801 -4.219 -2.594 0.388
H 3.161 -4.190 -1.915 0.338
O 7.735 -8.434 1.643 -0.778
P 6.806 -8.984 0.586 1.107
O 7.335 -8.094 -0.711 -0.357
C 8.723 -7.873 -0.940 -0.236
C 9.252 -8.809 -2.010 -1.088
O 5.470 -8.111 0.978 -0.319
C 5.275 -7.631 2.307 -0.593
C 5.690 -6.177 2.400 -0.773
O 5.782 -9.832 -0.443 -0.364
C 6.324 -10.788 -1.346 -0.070
C 7.155 -11.846 -0.651 -1.160
H 9.315 -7.982 -0.030 0.313
H 8.829 -6.839 -1.277 0.303
H 9.215 -9.847 -1.669 0.212
H 10.288 -8.570 -2.254 0.411
H 8.652 -8.740 -2.920 0.263
H 5.806 -8.248 3.033 0.382
H 4.209 -7.721 2.533 0.393
H 6.716 -6.030 2.056 0.279
H 5.611 -5.814 3.427 0.420
H 5.057 -5.556 1.766 0.103
H 6.891 -10.279 -2.127 0.152
H 5.477 -11.267 -1.843 0.333
H 8.005 -11.400 -0.123 0.353
H 7.536 -12.568 -1.374 0.365
H 6.555 -12.375 0.092 0.331
```

Values from the calculation:
**Gap between HOMO and LUMO**: 0.220 hartree
**Total energy**: -3940.5997 a.u.
**2S+1**: 1
**Lowest unoccupied orbital energy**: -4.846 eV
**Charge**: +1
**Highest occupied orbital energy**: -10.83 eV



4 unconnected molecules or ions with the total composition C35H70BrF3N7O5, computed with the ωB97M-V functional and the def2-TZVPD basis.

The geometry in XYZ format:
```
121
Properties=species:S:1:pos:R:3:mulliken_charge:R:1
C -2.585 3.674 1.648 -1.051
C -3.047 4.520 0.472 -0.395
C -1.869 4.936 -0.438 -0.859
C -1.936 4.311 -1.824 -1.025
C -1.846 2.783 -1.774 0.546
C -1.241 2.214 -3.048 -1.200
C -1.406 0.696 -3.235 -1.041
C -1.449 -0.082 -1.919 0.912
C -1.469 -1.580 -2.199 -1.424
C -1.283 -2.506 -0.968 -0.793
C -1.217 -1.814 0.385 -1.216
C 0.153 -1.200 0.766 -0.915
C 1.282 -1.358 -0.261 -0.013
C 2.359 -0.277 -0.006 -0.747
C 3.820 -0.795 -0.061 -0.797
C 4.518 -0.581 1.280 -0.969
C 4.729 0.876 1.645 -1.662
C 5.727 1.050 2.806 1.159
C 5.255 0.314 4.071 -1.495
C 6.166 -0.846 4.516 -1.078
O 6.914 -0.455 5.666 -0.362
C 6.431 -0.978 6.869 -0.568
C 6.891 -0.108 8.032 0.814
F 5.959 0.830 8.340 -0.262
F 7.082 -0.872 9.134 -0.263
F 8.045 0.535 7.759 -0.245
C 5.848 2.540 3.106 -0.143
N 4.708 3.054 3.783 -0.350
Br 7.361 2.823 4.304 -0.072
N 6.066 3.319 1.817 0.291
C 5.307 3.022 0.803 -0.215
N 4.737 4.042 0.082 -0.465
N 5.108 1.693 0.449 0.448
C 6.379 1.197 -0.187 -0.712
C 6.213 1.182 -1.702 -0.221
O 7.172 1.257 -2.448 -0.480
H -1.984 4.281 2.319 0.339
H -2.012 2.812 1.321 0.086
H -3.426 3.302 2.228 0.360
H -3.780 3.983 -0.123 0.337
H -3.534 5.396 0.889 0.368
H -1.824 6.018 -0.501 0.405
H -0.954 4.588 0.040 0.361
H -2.878 4.580 -2.295 0.368
H -1.120 4.722 -2.415 0.454
H -1.246 2.523 -0.904 -0.050
H -2.839 2.372 -1.617 0.154
H -0.190 2.496 -3.077 0.331
H -1.703 2.716 -3.896 0.404
H -0.513 0.336 -3.741 0.369
H -2.278 0.454 -3.833 0.254
H -2.339 0.179 -1.355 0.298
H -0.572 0.221 -1.354 -0.274
H -0.649 -1.785 -2.889 0.358
H -2.369 -1.824 -2.750 0.480
H -2.149 -3.163 -0.933 0.520
H -0.438 -3.172 -1.089 0.353
H -1.445 -2.563 1.136 0.560
H -1.982 -1.053 0.492 0.417
H 0.032 -0.144 1.005 0.633
H 0.501 -1.687 1.668 0.350
H 1.742 -2.327 -0.102 0.551
H 0.947 -1.217 -1.278 -0.041
H 2.188 0.221 0.944 0.043
H 2.255 0.472 -0.787 0.208
H 4.367 -0.350 -0.882 0.064
H 3.787 -1.864 -0.243 0.724
H 3.889 -1.049 2.027 -0.141
H 5.463 -1.128 1.280 0.586
H 3.771 1.246 2.009 0.772
H 6.686 0.634 2.515 0.942
H 4.260 -0.092 3.921 0.656
H 5.164 0.977 4.919 0.770
H 6.882 -1.129 3.754 0.435
H 5.540 -1.691 4.790 0.440
H 5.344 -1.022 6.913 0.306
H 6.822 -1.980 7.044 0.395
H 4.784 4.033 4.018 0.296
H 3.833 2.846 3.319 0.203
H 6.080 4.325 1.970 0.385
H 5.148 4.348 -0.784 0.208
H 3.895 4.509 0.370 0.205
H 7.228 1.849 -0.010 0.697
H 6.666 0.220 0.183 0.452
H 5.188 1.137 -2.109 0.423
C -5.317 -0.950 -4.863 0.051
O -4.137 -1.191 -4.672 -0.540
N -6.169 -0.535 -3.916 0.209
C -7.571 -0.260 -4.198 -1.010
C -5.665 -0.357 -2.566 -0.831
H -5.786 -1.055 -5.855 0.275
H -7.798 0.781 -3.965 0.328
H -8.204 -0.907 -3.591 0.331
H -7.792 -0.439 -5.244 0.331
H -4.859 0.381 -2.561 0.143
H -5.264 -1.298 -2.188 0.294
H -6.470 -0.019 -1.919 0.413
C -10.953 -0.844 -6.554 0.109
O -10.087 -0.368 -5.842 -0.543
N -11.088 -2.153 -6.817 0.108
C -12.141 -2.665 -7.673 -0.919
C -10.143 -3.083 -6.220 -0.873
H -11.714 -0.220 -7.050 0.245
H -12.772 -3.360 -7.117 0.336
H -11.709 -3.186 -8.529 0.335
H -12.757 -1.845 -8.036 0.293
H -10.186 -3.013 -5.133 0.275
H -9.128 -2.841 -6.538 0.266
H -10.386 -4.096 -6.528 0.372
C 1.304 -4.794 2.683 0.083
O 0.751 -4.029 1.916 -0.525
N 1.859 -4.429 3.855 0.149
C 2.505 -5.384 4.736 -0.883
C 1.800 -3.032 4.241 -0.343
H 1.395 -5.872 2.476 0.250
H 2.002 -5.401 5.705 0.335
H 3.552 -5.112 4.884 0.300
H 2.461 -6.380 4.302 0.291
H 0.762 -2.702 4.308 0.353
H 2.302 -2.415 3.491 -0.334
H 2.285 -2.900 5.206 0.382
```

Values from the calculation:
**Gap between HOMO and LUMO**: 0.203 hartree
**Total energy**: -5008.4157 a.u.
**2S+1**: 1
**Lowest unoccupied orbital energy**: -4.697 eV
**Charge**: +1
**Highest occupied orbital energy**: -10.21 eV